{
  "formula": "C5H11P",
  "method": "the ωB97M-V functional and the def2-TZVPD basis",
  "symbols": ["C", "C", "C", "C", "C", "P", "H", "H", "H", "H", "H", "H", "H", "H", "H", "H", "H"],
  "xyz": [[-0.567208, -0.088807, 0.302524], [-1.851786, -0.263581, 0.391914], [-2.802139, -0.256082, -0.776592], [1.921948, -1.177355, -0.157539], [1.592529, 1.592219, 0.020771], [0.787110, 0.135321, -0.752404], [0.684945, -0.147059, 2.331803], [-2.296104, -0.394678, 1.370516], [-3.770940, -0.667270, -0.494507], [-2.386443, -0.830920, -1.601953], [-2.946391, 0.771725, -1.115327], [1.940296, -1.081944, 0.931776], [1.547978, -2.160798, -0.433798], [2.915053, -1.033344, -0.576918], [2.610882, 1.705998, -0.343951], [1.032401, 2.500569, -0.196138], [1.587867, 1.396011, 1.099831]],
  "atomic_forces_ev_per_a": [[0.91, -0.14, 1.52], [-0.43, 0.01, 0.04], [0.02, 0.05, -0.11], [-0.29, 0.16, 0.01], [-0.26, -0.16, 0.08], [0.58, 0.11, -0.52], [-0.76, 0.03, -0.96], [0.02, 0.01, 0.16], [0.05, -0.01, -0.05], [-0.08, 0.03, -0.08], [-0.10, -0.06, -0.04], [0.13, -0.10, 0.08], [0.01, -0.03, 0.00], [0.04, 0.02, -0.06], [0.04, -0.04, -0.08], [0.00, 0.00, 0.04], [0.11, 0.14, -0.03]],
  "mulliken_charge": [-0.27, 0.11, -1.03, -0.96, -0.96, 0.05, -0.02, 0.35, 0.33, 0.33, 0.28, 0.24, 0.30, 0.35, 0.35, 0.30, 0.24],
  "gap_ev": [7.173, 8.943],
  "e_lumo_ev": [-0.264, -0.046],
  "de_lowest_kcal_mol": 92.4
}



{
  "formula": "C5H11P",
  "method": "the ωB97M-V functional and the def2-TZVPD basis",
  "symbols": ["C", "P", "C", "C", "C", "H", "H", "H", "H", "H", "H", "H", "C", "H", "H", "H", "H"],
  "xyz": [[-0.500083, 0.979410, 1.517391], [0.496559, -0.312916, 1.768287], [0.594234, -1.121399, 0.134829], [-0.303721, -2.000584, -0.274581], [-1.375480, -2.518760, 0.650581], [-0.772392, 1.656787, 2.333530], [-1.159378, 1.199920, 0.637323], [1.409458, -0.828758, -0.582974], [-0.105684, -2.726659, -1.182660], [-1.175311, -3.597917, 0.843395], [-2.311293, -2.452822, 0.019968], [-1.436536, -1.769516, 1.407476], [1.260862, 2.712422, -1.405025], [0.850989, 2.431457, -2.380794], [1.638734, 3.678032, -1.649190], [2.134458, 2.057113, -1.312305], [0.754586, 2.614191, -0.525243]],
  "atomic_forces_ev_per_a": [[-1.50, 0.48, -0.45], [0.47, 0.53, -0.09], [0.65, 1.02, -1.40], [0.82, -3.17, -0.82], [-0.68, -0.13, -2.94], [0.43, -0.32, 0.03], [1.07, -0.41, 0.49], [-0.62, -0.30, 1.01], [-0.41, 2.03, 1.37], [-0.29, 0.96, 0.55], [0.53, -0.28, 0.98], [-0.47, -0.41, 1.26], [2.54, -0.80, -3.15], [-0.91, -0.40, 0.65], [0.28, 1.05, 0.58], [0.09, 0.13, 0.05], [-2.00, 0.01, 1.86]],
  "mulliken_charge": [-0.53, -0.21, -0.38, -0.04, -0.90, 0.30, 0.31, 0.36, 0.25, 0.25, 0.22, 0.37, -0.99, 0.27, 0.34, 0.24, 0.16],
  "gap_ev": 9.679,
  "e_lumo_ev": 0.326,
  "smiles": "C=P/C=C\\C.C",
  "de_lowest_kcal_mol": 45.7
}



{
  "formula": "C5H11PS",
  "method": "the ωB97M-V functional and the def2-TZVPD basis",
  "symbols": ["C", "P", "C", "S", "C", "C", "C", "H", "H", "H", "H", "H", "H", "H", "H", "H", "H", "H"],
  "xyz": [[-0.336993, 1.589321, 1.445069], [-1.069644, 0.134732, 0.900574], [-0.376914, -1.387279, 1.322665], [-1.181209, -3.024453, 1.363129], [-0.804591, 0.012282, -0.928007], [0.613869, -0.331694, -1.342869], [1.537012, 0.797596, -1.008765], [-0.329249, 1.791904, 2.488024], [-0.148063, 2.277621, 0.619789], [0.136251, -1.267628, 2.295600], [-2.328439, -2.483682, 1.185140], [-1.005945, 1.061152, -1.238434], [-1.486834, -0.789643, -1.330152], [0.476424, -0.620242, -2.447799], [1.011818, -1.119199, -0.709049], [2.509492, 0.579617, -1.356048], [1.332603, 1.921000, -1.341665], [1.450411, 0.858595, 0.082797]],
  "atomic_forces_ev_per_a": [[-0.76, -1.33, -1.10], [0.74, -0.18, -1.22], [0.11, -0.72, 2.74], [1.62, 0.69, -0.17], [-1.17, 0.25, 0.22], [-0.94, 0.24, -1.48], [-0.66, 2.76, -0.01], [0.18, 0.57, 0.48], [-0.05, 0.24, 0.76], [0.32, -0.24, -0.51], [-1.87, 0.23, -0.37], [-0.47, -0.85, -0.59], [0.24, 1.26, 0.33], [0.94, 0.33, 1.50], [-0.29, -0.72, -0.57], [1.33, -0.18, 0.02], [-0.15, -2.41, 0.14], [0.86, 0.06, -0.16]],
  "mulliken_charge": [-0.89, 0.23, -0.44, -0.17, -0.84, -0.17, -1.20, 0.33, 0.30, 0.35, 0.11, 0.45, 0.34, 0.32, 0.29, 0.35, 0.23, 0.40],
  "gap_ev": [7.000, 7.075],
  "e_lumo_ev": [-0.583, -0.559],
  "smiles": "C=P(=CS)CCC",
  "de_lowest_kcal_mol": 98.8
}



{
  "formula": "C5H12AlMgO3",
  "method": "the ωB97M-V functional and the def2-TZVPD basis",
  "symbols": ["O", "Al", "C", "O", "C", "C", "C", "O", "C", "Mg", "H", "H", "H", "H", "H", "H", "H", "H", "H", "H", "H", "H"],
  "xyz": [[-0.884672, 0.767764, 2.502471], [-2.520040, 0.520296, 2.671769], [2.220842, -2.264674, 0.289268], [1.490980, -1.059991, 0.239016], [1.829831, -0.142067, -0.855047], [0.813962, 0.959863, -0.832852], [-0.419781, 0.691673, -1.642887], [-1.377543, 0.031723, -0.750203], [-2.632542, -0.302452, -1.295804], [-0.157085, -0.027917, 0.907396], [1.886568, -2.820316, 1.172354], [2.034715, -2.863553, -0.615870], [3.298945, -2.055823, 0.367701], [1.829247, -0.760563, -1.773207], [2.853678, 0.219055, -0.672826], [1.231292, 1.960646, -0.965362], [-0.307569, 1.446668, 2.950469], [-0.297016, 0.001096, -2.499299], [-0.884642, 1.621743, -2.004536], [-3.291038, -0.565649, -0.459185], [-3.082267, 0.555991, -1.818131], [-2.515532, -1.127573, -2.015501]],
  "atomic_forces_ev_per_a": [[3.25, 1.42, 0.90], [-3.34, -0.35, 0.59], [0.45, -0.67, -0.06], [-0.78, 0.11, 0.70], [0.34, 0.43, -0.61], [-0.02, -0.18, 0.20], [0.41, 0.43, -0.58], [-0.01, -0.08, 1.07], [-0.60, -0.11, -0.47], [1.29, 0.29, -2.01], [0.15, 0.09, -0.24], [0.07, 0.14, 0.27], [-0.32, -0.07, 0.01], [-0.02, 0.14, 0.26], [-0.29, -0.11, -0.03], [-0.15, -0.31, 0.10], [-0.63, -0.87, -0.59], [0.04, 0.19, 0.24], [0.04, -0.29, 0.13], [0.12, -0.18, -0.34], [0.23, -0.15, 0.15], [-0.23, 0.15, 0.30]],
  "mulliken_charge": [-0.36, 0.27, -0.72, -0.14, -0.36, -1.13, -0.40, -0.31, -0.68, 0.77, 0.26, 0.30, 0.28, 0.38, 0.40, 0.51, 0.35, 0.38, 0.42, 0.20, 0.30, 0.27],
  "total_charge": 1,
  "gap_ev": 7.309,
  "e_lumo_ev": -4.093,
  "de_lowest_kcal_mol": 3.4
}



{
  "formula": "C5H12BrN2O",
  "method": "the ωB97M-V functional and the def2-TZVPD basis",
  "symbols": ["C", "C", "C", "Br", "N", "O", "H", "H", "H", "H", "H", "H", "H", "H", "H", "C", "C", "N", "H", "H", "H"],
  "xyz": [[2.693315, 0.136124, 0.677942], [1.838015, -0.821364, 1.520411], [0.498045, -1.152533, 0.899851], [-0.389396, -2.633282, 1.764196], [-0.528489, -0.026475, 1.011218], [-0.029994, 1.222485, 1.405187], [2.519797, 0.003040, -0.392700], [2.531697, 1.179671, 0.951335], [3.751214, -0.078328, 0.856698], [1.691850, -0.439979, 2.535120], [2.349661, -1.783466, 1.630334], [0.566114, -1.428630, -0.154749], [-0.992198, 0.099439, 0.096012], [-1.276276, -0.344376, 1.635639], [-0.150787, 1.286714, 2.361860], [-2.596139, 1.120349, -3.162736], [-2.343113, 0.193037, -2.072988], [-2.148511, -0.588107, -1.249436], [-3.654749, 1.373183, -3.185411], [-2.013520, 2.028922, -3.022373], [-2.316539, 0.653580, -4.105420]],
  "atomic_forces_ev_per_a": [[0.29, -0.02, 0.21], [0.10, -0.03, -0.06], [-0.10, -0.22, 0.07], [0.05, -0.23, 0.08], [0.07, 0.13, 0.03], [-0.15, -0.09, -0.30], [-0.02, 0.05, 0.07], [-0.10, -0.12, -0.18], [-0.17, 0.03, -0.04], [0.03, -0.09, -0.05], [-0.11, 0.14, -0.05], [0.01, 0.25, 0.15], [-0.07, -0.05, -0.15], [0.00, 0.08, 0.10], [0.05, -0.03, 0.16], [-0.09, 0.06, -0.03], [-0.01, -0.38, 0.00], [0.20, 0.51, -0.01], [0.00, 0.01, -0.01], [0.00, 0.00, 0.00], [0.00, -0.01, 0.00]],
  "mulliken_charge": [-1.06, -0.51, -0.13, -0.06, 0.11, -0.39, 0.32, 0.29, 0.35, 0.32, 0.46, 0.31, 0.16, 0.47, 0.35, -0.80, 0.47, -0.54, 0.29, 0.30, 0.29],
  "total_charge": 1,
  "gap_ev": 11.138,
  "e_lumo_ev": -3.389
}



Q: What is the formula in the fourth record?
A: C5H12AlMgO3



Q: Which formula does entry 3 have?
A: C5H11PS